[1]
The following is a quantum chemistry calculation of C3H9ClNP as an isolated structure at a distorted geometry, from OMol25.

Last column: natural (NBO) charge in e.
Geometry (Å):
C: -1.9365 -0.4083 -0.3369  -0.41
C: 0.2326 -0.7255 -1.0810  -0.41
C: 1.7134 0.3636 1.2952  -1.04
N: -0.6209 -0.2592 0.0478  -0.73
P: -0.0267 0.7489 1.2916  1.20
Cl: 0.4001 3.2241 0.2745  -0.62
H: -2.0977 -1.4370 -0.5553  0.20
H: -2.6270 -0.0846 0.5401  0.21
H: -2.2994 0.2599 -1.2258  0.20
H: 0.3769 -1.7755 -0.9523  0.20
H: -0.3081 -0.4921 -2.0753  0.21
H: 1.1390 -0.2691 -1.1101  0.20
H: 2.0494 0.3917 0.2653  0.25
H: 1.7587 -0.6591 1.6113  0.24
H: 2.2462 1.1224 2.0109  0.28

Output
* 2S+1: 1

[2]
The following is a quantum chemistry calculation of a single C4H11NP2 molecule at a distorted geometry, from OMol25.

Last column: natural (NBO) charge in e.
Geometry (Å):
H: -4.3989 0.6535 0.2840  -0.10
P: -3.0290 0.9386 0.1640  0.79
N: -2.5461 -0.5233 0.5464  -1.15
P: -1.0186 -1.3682 0.3045  0.78
C: 0.4586 -0.1838 -0.0730  -0.30
C: 1.6958 -0.8696 0.3681  -0.65
C: 0.5028 -0.0549 -1.5817  -0.64
C: 0.2492 1.2347 0.5909  -0.62
H: -0.6236 -1.1814 1.7501  -0.05
H: 1.5705 -1.4400 1.3163  0.23
H: 2.2385 -1.5782 -0.4003  0.22
H: 2.5493 -0.1753 0.3087  0.23
H: -0.3826 0.4861 -1.9017  0.22
H: 0.7923 -1.0917 -1.9843  0.22
H: 1.4703 0.4061 -1.8319  0.21
H: -0.7279 1.5744 0.2439  0.20
H: 0.2919 1.1962 1.7351  0.22
H: 0.9072 1.9768 0.1610  0.21

Output
* SMILES: [H]/P=N/PC(C)(C)C
* 2S+1: 1

In eV, the HOMO values for the records above are, in order, -9.15 -8.58.
In eV, the total energy values for the records above are, in order, -26557.401 -24391.594.
In kcal/mol, the energy relative to the best compared isomer or geometry (same formula, charge and spin) values for the records above are, in order, 52.90 41.66.